Density functional theory data (ωB97M-V with the def2-TZVPD basis set) for C3HO3Sm as an isolated structure in a non-equilibrium geometry.

```
8
Properties=species:S:1:pos:R:3:forces:R:3
C 3.61050 -1.20412 -3.91655 -1.00 1.05 0.22
O 2.14760 -0.47241 -0.51838 -0.07 -2.56 0.83
O 1.94181 0.39546 -2.54037 0.37 -3.13 -0.97
C 2.72686 -0.86910 -3.15537 -0.11 2.15 1.19
C 1.49904 0.24361 -1.27028 0.16 1.49 -0.59
H 4.30007 -1.89723 -5.53719 -0.09 0.09 0.03
O 4.56872 -1.33302 -4.80089 0.39 -0.72 -0.06
Sm 1.65416 -3.10645 0.22035 0.34 1.64 -0.65
```
Positions in Å, forces in eV/Å.

Values from the calculation:
- HOMO-LUMO gap (alpha / beta): 5.9 / 6.1 eV
- DFT total energy: -27165.143 eV
- E_LUMO (alpha / beta): -0.49 / -0.89 eV
- Multiplicity: 8